Entry from the OMol25 dataset: an isolated molecule of CH2N4O2 in a non-equilibrium geometry (ωB97M-V/def2-TZVPD).

Cartesian coordinates (Å):
N 0.86 -1.16 0.16
N -0.11 -0.39 -0.39
O -1.29 -0.87 -0.10
N -2.09 0.29 0.04
N -1.32 1.30 0.08
C -0.01 0.96 -0.17
O 0.96 1.69 -0.06
H 1.29 -0.71 1.01
H 1.71 -1.11 -0.58

Values from the calculation:
ΔE to the lowest compared entry with this formula, charge and spin (kJ/mol): 360.0
Orbital gap (eV): 9.63
E_HOMO (eV): -10.6
Charge: 0
Spin multiplicity: 1

Löwdin population analysis, charges in e, atoms 1 to 8: atom 1 (N): 0.079, atom 2 (N): -0.203, atom 3 (O): 0.003, atom 4 (N): 0.135, atom 5 (N): 0.125, atom 6 (C): -0.519, atom 7 (O): 0.089, atom 8 (H): 0.115

Entry from the OMol25 dataset: a cluster of 2 separate species, C3H8Cl2N in total in a non-equilibrium geometry (ωB97M-V/def2-TZVPD).

Cartesian coordinates (Å):
C -1.36 -0.68 -1.80
C 1.68 -0.24 0.59
C -1.14 0.14 -0.58
N 1.15 0.67 1.58
Cl -1.78 -0.36 0.96
Cl -1.03 1.81 -0.57
H -0.83 -0.34 -2.81
H -0.98 -1.73 -1.59
H -2.46 -0.69 -2.01
H 1.94 -1.21 1.13
H 1.97 0.07 -0.35
H 1.72 0.73 2.49
H 0.19 0.33 1.87
H 0.92 1.51 1.09

Values from the calculation:
ΔE to the lowest compared entry with this formula, charge and spin (kJ/mol): 328.2
Orbital gap (spin up / spin down) (eV): 10.09 / 7.10
E_HOMO (spin up / spin down) (eV): -14.4 / -12.2
Charge: +1
Spin multiplicity: 1

Löwdin population analysis, charges in e, atoms 1 to 8: atom 1 (C): -0.180, atom 2 (C): 0.070, atom 3 (C): -1.190, atom 4 (N): 0.071, atom 5 (Cl): 0.651, atom 6 (Cl): 0.694, atom 7 (H): 0.138, atom 8 (H): 0.098

Entry from the OMol25 dataset: a structure of composition C49H59N7O2P2SSi2Zr in a non-equilibrium geometry (ωB97M-V/def2-TZVPD).

Cartesian coordinates (Å):
Zr -0.22 -0.05 0.37
C 2.20 2.16 -3.01
C 1.75 0.84 -2.47
N 1.08 0.74 -1.38
N 0.81 1.98 -0.72
C 1.64 2.11 0.32
N 1.82 3.34 0.80
S 2.30 0.73 1.11
C 2.21 -0.37 -3.22
C 3.05 -0.22 -4.32
C 3.49 -1.35 -4.99
C 3.08 -2.59 -4.54
C 2.24 -2.64 -3.44
N 1.83 -1.57 -2.78
H 1.79 2.99 -2.45
H 3.29 2.23 -3.00
H 1.88 2.26 -4.05
H 1.50 4.13 0.26
H 2.39 3.51 1.61
H 3.36 0.75 -4.68
H 4.14 -1.26 -5.85
H 3.39 -3.51 -5.04
H 1.87 -3.59 -3.07
O -0.35 -1.18 2.21
P 0.47 -1.84 3.32
C 1.92 -2.51 2.47
P 1.46 -3.01 0.77
O 0.90 -1.81 0.04
C 2.96 -3.64 0.01
C 2.87 -4.74 -0.83
C 4.00 -5.22 -1.47
C 5.23 -4.61 -1.27
C 5.32 -3.51 -0.42
C 4.19 -3.03 0.22
C 0.28 -4.34 0.88
C -0.92 -4.23 0.18
C -1.85 -5.26 0.25
C -1.58 -6.39 1.00
C -0.38 -6.50 1.69
C 0.55 -5.49 1.62
C 0.96 -0.74 4.63
C 2.24 -0.19 4.72
C 2.54 0.68 5.75
C 1.58 1.00 6.70
C 0.30 0.44 6.62
C -0.01 -0.43 5.59
C -0.43 -3.18 4.08
C -1.67 -3.57 3.61
C -2.33 -4.63 4.20
C -1.73 -5.32 5.25
C -0.49 -4.93 5.72
C 0.17 -3.85 5.14
H 2.35 -3.36 3.02
H 2.69 -1.75 2.37
H 1.92 -5.25 -0.97
H 3.93 -6.09 -2.12
H 6.11 -4.99 -1.77
H 6.28 -3.03 -0.26
H 4.30 -2.16 0.86
H -1.13 -3.35 -0.41
H -2.79 -5.17 -0.29
H -2.31 -7.19 1.05
H -0.17 -7.39 2.27
H 1.49 -5.60 2.15
H 2.99 -0.42 3.98
H 3.54 1.10 5.83
H 1.82 1.67 7.51
H -0.44 0.68 7.37
H -0.99 -0.88 5.54
H -2.14 -3.02 2.79
H -3.31 -4.93 3.84
H -2.25 -6.15 5.71
H -0.03 -5.46 6.55
H 1.13 -3.54 5.53
C -2.03 2.46 -2.38
Si -2.65 2.46 -0.60
C -1.76 3.90 0.24
C -4.45 3.01 -0.60
C -2.47 0.64 0.10
C -2.63 -0.15 -1.14
C -3.76 -0.32 -1.95
C -3.65 -1.04 -3.12
C -2.42 -1.59 -3.47
C -1.35 -1.41 -2.63
N -1.45 -0.72 -1.48
Si -3.72 -0.22 1.31
C -5.47 0.47 1.31
C -3.85 -2.04 0.81
C -3.29 -0.25 3.16
H -2.19 3.48 -2.75
H -2.54 1.78 -3.06
H -0.96 2.27 -2.43
H -1.70 4.67 -0.54
H -0.75 3.71 0.59
H -2.34 4.34 1.05
H -4.45 4.03 -1.00
H -4.88 3.07 0.40
H -5.12 2.43 -1.23
H -4.70 0.13 -1.65
H -4.52 -1.17 -3.76
H -2.29 -2.15 -4.39
H -0.38 -1.83 -2.84
H -6.01 0.39 0.36
H -5.53 1.50 1.64
H -6.03 -0.12 2.04
H -3.99 -2.23 -0.26
H -4.71 -2.46 1.33
H -2.98 -2.62 1.11
H -3.76 0.59 3.68
H -2.24 -0.27 3.41
H -3.76 -1.15 3.56
C -2.75 3.63 4.20
N -1.65 2.89 3.59
C -0.35 2.84 4.01
C 0.29 2.04 3.13
N -0.59 1.58 2.15
C -1.74 2.14 2.50
H -2.35 4.26 4.99
H -3.48 2.95 4.62
H -3.22 4.27 3.45
H 0.00 3.37 4.88
H 1.32 1.74 3.13
H -2.68 2.05 1.99

Values from the calculation:
ΔE to the lowest compared entry with this formula, charge and spin (kJ/mol): 79.1
Orbital gap (eV): 8.12
E_HOMO (eV): -12.8
Charge: +2
Spin multiplicity: 1

Löwdin population analysis, charges in e, atoms 1 to 8: atom 1 (Zr): 1.688, atom 2 (C): -0.008, atom 3 (C): -0.222, atom 4 (N): -0.101, atom 5 (N): -0.097, atom 6 (C): -0.888, atom 7 (N): 0.144, atom 8 (S): 0.694